Record 1
C56H126F6MgNO31S2 | wB97M-V/def2-TZVPD

ORCA input file:
```
! RIJCOSX wB97M-V def2-TZVPD def2/J DEFGRID3
* xyz 1 1
Mg 0.035 1.752 -1.942
C -2.185 0.096 1.348
F -2.994 1.125 1.208
F -1.170 0.557 2.058
F -2.828 -0.861 2.062
S -1.725 -0.568 -0.471
O -1.773 -2.021 -0.521
O -2.744 0.012 -1.320
N -0.190 0.235 -0.911
S 0.896 -0.585 -0.019
O 2.084 0.235 0.189
O 0.373 -1.265 1.177
C 1.482 -2.036 -1.183
F 1.032 -1.826 -2.428
F 2.815 -2.111 -1.089
F 0.992 -3.208 -0.640
C -3.233 -2.425 5.232
O -2.501 -1.846 6.286
C -1.346 -1.185 5.836
C -0.664 -0.540 7.029
O -1.367 0.643 7.556
C -1.142 0.999 8.880
C -2.027 2.200 9.263
O -3.418 2.224 8.905
C -4.275 1.152 9.253
H -4.097 -2.887 5.709
H -2.766 -3.207 4.634
H -3.621 -1.652 4.569
H -1.489 -0.546 4.965
H -0.595 -1.954 5.657
H 0.269 -0.073 6.714
H -0.439 -1.261 7.815
H -0.077 1.199 8.997
H -1.350 0.228 9.623
H -1.653 3.052 8.696
H -1.934 2.433 10.324
H -4.188 0.949 10.320
H -4.140 0.280 8.614
H -5.259 1.620 9.226
C -5.620 1.990 0.734
O -7.038 2.244 0.658
C -7.402 3.611 0.889
C -6.818 4.646 -0.116
O -5.681 5.407 0.251
C -5.612 6.685 -0.426
C -4.404 7.460 -0.064
O -3.312 6.545 -0.117
C -2.112 7.069 0.330
H -5.400 1.009 1.156
H -5.049 2.647 1.389
H -5.088 1.980 -0.217
H -6.977 3.941 1.837
H -8.486 3.699 0.961
H -7.633 5.359 -0.238
H -6.720 4.134 -1.073
H -6.429 7.226 0.050
H -5.750 6.451 -1.482
H -4.570 7.899 0.919
H -4.202 8.307 -0.720
H -1.385 6.451 -0.197
H -1.962 6.859 1.389
H -1.918 8.123 0.132
C 1.140 -8.134 0.378
O 2.365 -7.383 0.298
C 2.167 -5.988 0.645
C 3.399 -5.260 0.977
O 3.144 -3.945 1.423
C 4.223 -3.275 2.059
C 4.006 -1.877 2.634
O 2.989 -1.893 3.693
C 2.497 -0.568 4.056
H 0.617 -7.971 1.321
H 1.265 -9.201 0.195
H 0.424 -7.733 -0.339
H 1.455 -5.826 1.455
H 1.720 -5.471 -0.203
H 4.128 -5.059 0.192
H 3.901 -5.745 1.814
H 5.037 -3.039 1.374
H 4.581 -3.898 2.878
H 3.849 -1.187 1.806
H 4.927 -1.548 3.116
H 3.318 -0.089 4.589
H 1.623 -0.642 4.702
H 2.168 0.110 3.269
C 6.101 -4.366 -3.576
O 5.564 -3.597 -4.679
C 4.939 -2.369 -4.347
C 5.983 -1.298 -4.014
O 5.359 -0.086 -3.939
C 6.186 1.054 -3.556
C 6.658 1.004 -2.133
O 5.573 0.945 -1.184
C 6.050 0.700 0.156
H 7.040 -3.932 -3.232
H 6.317 -5.356 -3.976
H 5.333 -4.473 -2.809
H 4.244 -2.567 -3.531
H 4.426 -2.107 -5.273
H 6.859 -1.408 -4.653
H 6.306 -1.551 -3.004
H 5.597 1.964 -3.667
H 7.000 1.147 -4.275
H 7.332 1.822 -1.879
H 7.253 0.105 -1.972
H 6.625 -0.226 0.151
H 5.170 0.457 0.751
H 6.626 1.525 0.575
C -7.393 8.124 4.332
O -6.220 7.504 4.880
C -5.324 7.019 3.953
C -4.071 6.454 4.602
O -3.142 5.969 3.658
C -3.258 4.665 3.027
C -3.273 3.433 3.938
O -2.091 3.516 4.623
C -2.046 2.716 5.794
H -7.870 7.607 3.500
H -7.130 9.132 4.011
H -8.195 8.293 5.051
H -5.181 7.781 3.186
H -5.801 6.153 3.495
H -4.439 5.591 5.156
H -3.580 7.282 5.114
H -2.409 4.587 2.348
H -4.135 4.754 2.385
H -3.343 2.530 3.332
H -4.184 3.454 4.536
H -2.468 1.724 5.631
H -2.826 3.121 6.440
H -1.071 2.779 6.277
C 1.097 -3.011 -5.934
O 1.834 -3.050 -7.173
C 2.876 -4.016 -7.201
C 3.761 -3.945 -8.423
O 4.488 -5.147 -8.789
C 5.532 -5.469 -7.896
C 6.371 -6.680 -8.329
O 5.883 -7.942 -7.920
C 4.474 -8.120 -8.198
H 1.662 -2.952 -5.004
H 0.319 -3.768 -5.830
H 0.494 -2.108 -6.033
H 2.353 -4.962 -7.339
H 3.481 -4.171 -6.308
H 4.432 -3.086 -8.396
H 3.034 -3.616 -9.166
H 5.349 -5.666 -6.839
H 6.183 -4.596 -7.869
H 7.353 -6.530 -7.882
H 6.548 -6.675 -9.404
H 4.106 -9.078 -7.831
H 4.354 -8.150 -9.281
H 3.926 -7.324 -7.694
C 0.864 -4.142 5.232
O -0.296 -4.118 4.397
C -0.074 -3.667 3.105
C -1.250 -3.934 2.051
O -1.353 -5.339 1.853
C -2.214 -5.558 0.763
C -2.423 -7.091 0.652
O -3.765 -7.371 0.891
C -4.070 -8.744 1.218
H 1.626 -4.777 4.780
H 0.658 -4.598 6.200
H 1.317 -3.155 5.324
H 0.888 -4.014 2.728
H -0.069 -2.585 3.232
H -0.871 -3.583 1.092
H -2.166 -3.522 2.473
H -1.861 -5.122 -0.171
H -3.194 -5.085 0.827
H -1.826 -7.661 1.364
H -2.260 -7.394 -0.382
H -5.147 -8.782 1.382
H -3.534 -8.996 2.132
H -3.871 -9.519 0.477
C 1.986 0.771 -4.315
O 1.594 1.623 -3.242
C 2.751 1.903 -2.493
C 2.470 3.054 -1.492
O 1.231 2.672 -0.895
C 0.853 3.079 0.429
C -0.615 3.396 0.457
O -1.275 2.742 -0.704
C -2.498 3.367 -1.120
H 1.087 0.386 -4.796
H 2.541 -0.129 -4.048
H 2.565 1.237 -5.112
H 3.590 2.193 -3.125
H 3.086 1.065 -1.882
H 2.580 4.027 -1.969
H 3.262 3.025 -0.744
H 1.435 3.966 0.678
H 1.176 2.303 1.122
H -0.693 4.461 0.239
H -1.003 3.088 1.428
H -3.076 3.599 -0.225
H -3.118 2.698 -1.718
H -2.285 4.301 -1.639
C -1.440 -0.292 -3.938
O -1.034 1.021 -3.524
C -1.189 1.938 -4.579
C -1.312 3.372 -4.123
O -0.265 3.514 -3.121
C 0.056 4.913 -2.818
C 0.875 5.457 -3.950
O 2.037 4.741 -4.122
C 2.830 4.865 -5.286
H -2.496 -0.557 -3.996
H -1.039 -0.979 -3.193
H -1.010 -0.535 -4.910
H -2.075 1.631 -5.134
H -0.326 1.872 -5.241
H -2.297 3.552 -3.694
H -1.199 3.943 -5.045
H 0.582 5.003 -1.868
H -0.874 5.449 -2.629
H 1.022 6.534 -3.881
H 0.314 5.383 -4.882
H 3.726 4.243 -5.270
H 2.947 5.893 -5.627
H 2.253 4.404 -6.088
*
```

The HOMO-LUMO gap comes out at 0.31172 hartree. The LUMO energy is -2.03 eV.

Record 2
C7H10N | wB97M-V/def2-TZVPD

ORCA input file:
```
! RIJCOSX wB97M-V def2-TZVPD def2/J DEFGRID3
* xyz 1 1
C 0.607 1.831 -2.794
C 0.419 0.615 -2.287
C 0.098 2.987 -2.280
C -0.614 2.328 -1.259
C 0.015 -1.943 -0.168
C -0.162 -0.774 2.049
C 0.497 -1.086 0.771
N -0.371 0.939 -1.261
H 0.394 4.003 -2.295
H -1.106 2.905 -0.449
H 0.399 -2.010 -1.117
H -0.759 -2.742 0.094
H 0.762 -0.378 -2.464
H -0.962 -0.124 1.784
H 0.490 -0.120 2.672
H -0.585 -1.550 2.545
H 1.333 -0.498 0.481
H -0.770 0.347 -0.577
*
```

The HOMO-LUMO gap (spin up / spin down) comes out at 0.20990 / 0.19848 hartree. The LUMO energy (spin up / spin down) is -7.52 / -7.83 eV.

Record 3
C5H11N2S2 | wB97M-V/def2-TZVPD

ORCA input file:
```
! RIJCOSX wB97M-V def2-TZVPD def2/J DEFGRID3
* xyz 1 1
S 2.449 0.337 -0.056
S 1.109 1.355 -1.226
C 2.833 1.170 -3.427
C 1.484 0.724 -2.888
H 3.487 1.197 -0.126
H 2.894 2.271 -3.455
H 2.980 0.784 -4.450
H 3.646 0.789 -2.787
H 0.654 1.118 -3.506
H 1.395 -0.379 -2.868
C -3.337 -1.366 2.827
C -3.046 -0.912 1.568
C -1.217 -0.694 2.815
N -2.190 -1.217 3.567
N -1.734 -0.507 1.597
H -4.257 -1.776 3.245
H -3.661 -0.848 0.671
H -0.200 -0.465 3.133
H -2.080 -1.469 4.566
H -1.208 -0.112 0.797
*
```

The HOMO-LUMO gap comes out at 0.32016 hartree. The LUMO energy is -3.19 eV.

Record 4
C3H6N2O2 | wB97M-V/def2-TZVPD

ORCA input file:
```
! RIJCOSX wB97M-V def2-TZVPD def2/J DEFGRID3
* xyz 0 1
C 1.407 0.961 0.527
N 0.257 0.504 -0.186
N 0.495 -0.171 -1.351
C -0.222 -1.209 -1.440
O -0.946 -1.561 -0.313
C -0.905 -0.426 0.582
O -2.036 0.395 0.769
H 0.949 1.652 1.195
H 1.852 0.108 1.120
H 2.191 1.395 -0.060
H -0.385 -1.935 -2.200
H -0.506 -0.546 1.553
H -2.152 0.835 -0.195
*
```

The HOMO-LUMO gap comes out at 0.34461 hartree. The LUMO energy is 0.87 eV. As for the SMILES: CN1N=CO[C@@H]1O.

Record 5
C2H3N3O | wB97M-V/def2-TZVPD

ORCA input file:
```
! RIJCOSX wB97M-V def2-TZVPD def2/J DEFGRID3
* xyz 0 1
O 2.281 0.139 0.064
C 1.152 0.287 0.734
N 0.118 0.879 0.481
N -1.111 1.067 0.347
C -1.360 -1.618 -0.532
N -0.291 -2.023 -0.694
H 2.181 0.407 -0.865
H -1.310 2.030 0.640
H -2.326 -1.188 -0.371
*
```

The HOMO-LUMO gap (spin up / spin down) comes out at 0.33525 / 0.33522 hartree. The LUMO energy (spin up / spin down) is -0.01 / -0.01 eV.

Record 6
C4H5N3 | wB97M-V/def2-TZVPD

ORCA input file:
```
! RIJCOSX wB97M-V def2-TZVPD def2/J DEFGRID3
* xyz 0 1
H 1.557 -1.811 1.361
N 1.049 -1.452 0.555
C 1.596 -0.398 0.108
N 1.111 0.209 -1.057
C -0.117 0.469 -1.234
C -1.322 0.352 -0.304
C -1.109 0.517 1.135
N -1.047 0.711 2.269
H 2.511 0.065 0.500
H -0.389 0.816 -2.234
H -1.799 -0.619 -0.485
H -2.071 1.107 -0.582
*
```

The HOMO-LUMO gap comes out at 0.38823 hartree. The LUMO energy is 0.45 eV. As for the SMILES: [H]/N=C/N=C\CC#N.

Record 7
C18H16N6S2 | wB97M-V/def2-TZVPD

ORCA input file:
```
! RIJCOSX wB97M-V def2-TZVPD def2/J DEFGRID3
* xyz 0 1
N -2.004 1.031 2.367
C -0.981 0.972 1.792
C 0.211 0.832 1.046
C 0.696 1.920 0.360
N 1.814 1.879 -0.426
S -0.204 3.450 0.250
C 0.417 4.158 -1.230
C -0.100 3.768 -2.468
C 0.399 4.365 -3.667
C 1.455 5.266 -3.590
C 2.045 5.568 -2.369
C 1.488 5.077 -1.215
N 1.973 5.554 -0.015
C 0.807 -0.532 0.986
C 2.238 -0.639 1.023
N 3.380 -0.573 0.880
C 0.021 -1.673 0.813
N -1.339 -1.661 0.595
S 0.772 -3.238 0.656
C -0.531 -4.300 1.211
C -0.625 -4.572 2.607
C -1.635 -5.419 3.063
C -2.543 -5.971 2.201
C -2.479 -5.653 0.835
C -1.477 -4.825 0.333
N -1.426 -4.587 -1.015
H 2.500 1.200 -0.133
H 2.121 2.815 -0.708
H -0.873 2.999 -2.441
H -0.095 4.081 -4.603
H 1.882 5.690 -4.500
H 2.899 6.251 -2.305
H 2.241 6.542 -0.014
H 1.409 5.299 0.743
H -1.756 -2.595 0.648
H -1.830 -0.938 1.107
H 0.051 -4.191 3.325
H -1.712 -5.587 4.123
H -3.340 -6.586 2.584
H -3.214 -6.034 0.162
H -1.974 -5.137 -1.647
H -0.684 -4.006 -1.363
*
```

The HOMO-LUMO gap comes out at 0.30274 hartree. The LUMO energy is 0.52 eV. As for the SMILES: N#CC(=C(/N)Sc1ccccc1N)/C(C#N)=C(\N)Sc1ccccc1N.